--- i ---
# C9H10N2O2S

One molecule with the formula C9H10N2O2S (ωB97M-V/def2-TZVPD, OMol25).

The geometry in XYZ format:
```
24
Properties=species:S:1:pos:R:3:mulliken_charge:R:1
C 0.578 3.162 2.682 0.01
C -0.525 2.893 2.251 -0.40
N -0.301 -2.754 -0.356 -0.60
N 0.949 -0.929 -1.033 -0.39
O 0.376 -4.814 -0.494 -0.53
O 2.913 -1.141 -2.044 -0.53
S -1.394 -0.377 0.165 -0.20
C -0.126 -1.458 -0.472 0.17
C 0.662 -3.526 -0.759 0.75
C 1.909 -1.756 -1.398 0.62
C 1.825 -3.068 -1.325 -0.60
C -1.822 2.514 1.640 -0.54
C -0.750 1.261 -0.315 -0.56
C -1.653 2.426 0.126 -0.88
H 1.578 3.282 3.074 0.41
H -0.481 -4.789 -0.058 0.38
H 2.544 -0.254 -2.072 0.37
H 2.609 -3.740 -1.681 0.40
H -2.607 3.284 1.897 0.30
H -2.120 1.549 2.006 0.32
H 0.243 1.263 0.118 0.36
H -0.620 1.305 -1.394 0.41
H -2.616 2.318 -0.383 0.34
H -1.172 3.348 -0.175 0.39
```

Calculated values
Orbital gap in eV: 9.6303
Molar mass in Da: 210.26
Charge: 0
2S+1: 1
SMILES: C#CCCCSc1nc(O)cc(O)n1
HOMO in eV: -8.930

=====

--- ii ---
# C9H10N2O2S

One molecule with the formula C9H10N2O2S (ωB97M-V/def2-TZVPD, OMol25).

The geometry in XYZ format:
```
24
Properties=species:S:1:pos:R:3:mulliken_charge:R:1
O -3.417 -0.800 -1.013 -0.55
C -2.796 -0.369 0.164 0.01
N -2.590 1.047 0.233 -0.16
C -1.291 1.404 0.012 0.02
S -0.816 2.951 -0.219 -0.37
N -0.537 0.274 -0.014 0.14
C 0.869 0.207 -0.067 0.58
C 1.487 -0.777 -0.832 -0.30
C 2.867 -0.845 -0.886 -0.65
C 3.640 0.065 -0.186 -0.41
C 3.025 1.042 0.577 -0.71
C 1.646 1.113 0.646 -0.31
H 1.170 1.870 1.248 0.44
H 3.620 1.752 1.131 0.36
H 4.717 0.011 -0.235 0.38
H 3.338 -1.611 -1.484 0.36
H 0.894 -1.482 -1.394 0.30
C -1.342 -0.911 0.165 -0.10
O -0.975 -1.521 1.368 -0.57
H -1.311 -2.423 1.399 0.37
H -1.232 -1.600 -0.686 0.27
H -3.324 1.726 0.121 0.23
H -3.349 -0.723 1.050 0.34
H -4.290 -0.398 -1.095 0.33
```

Calculated values
Orbital gap in eV: 8.5371
Molar mass in Da: 210.26
Charge: 0
2S+1: 1
SMILES: O[C@@H]1NC(=S)N(c2ccccc2)[C@H]1O
HOMO in eV: -8.130

=====

Which one is most stable, and which one is least stable? ii is the most stable of them, while i is the least stable.

=====

--- i ---
# CH3ClO2S

A 2-piece molecular cluster, CH3ClO2S overall (ωB97M-V/def2-TZVPD, OMol25).

The geometry in XYZ format:
```
8
Properties=species:S:1:pos:R:3:mulliken_charge:R:1
C -1.445 -0.503 -0.213 -0.06
O 1.226 1.398 0.590 -0.42
O -1.180 0.131 0.769 -0.49
S 1.712 0.560 -0.704 0.14
Cl 2.532 -1.119 0.103 -0.13
H -1.612 -1.589 -0.187 0.25
H -1.543 -0.041 -1.208 0.26
H 0.310 1.163 0.851 0.46
```

Calculated values
Orbital gap in eV: 9.2312
Molar mass in Da: 114.55
Charge: 0
2S+1: 1
SMILES: OSCl.C=O
HOMO in eV: -8.993

=====

--- ii ---
# CH3ClO2S

A 2-piece molecular cluster, CH3ClO2S overall (ωB97M-V/def2-TZVPD, OMol25).

The geometry in XYZ format:
```
8
Properties=species:S:1:pos:R:3:mulliken_charge:R:1
C -1.284 0.093 -0.036 0.47
O -0.988 0.609 -1.254 -0.42
O -1.009 0.921 1.001 -0.45
S 0.620 -2.095 0.083 -0.27
Cl -2.919 -0.661 0.022 -0.13
H -0.169 1.164 -1.229 0.36
H -1.159 0.509 1.925 0.39
H 0.792 -1.933 -1.104 0.06
```

Calculated values
Orbital gap (spin up / spin down) in eV: 8.2793 / 6.8731
Molar mass in Da: 114.55
Charge: 0
2S+1: 1
HOMO (spin up / spin down) in eV: -8.908 / -8.445

=====

Which one is most stable, and which one is least stable? i is the most stable of them, while ii is the least stable.

=====

--- i ---
# C4H4BrN3

One molecule with the formula C4H4BrN3 (ωB97M-V/def2-TZVPD, OMol25).

The geometry in XYZ format:
```
12
Properties=species:S:1:pos:R:3:mulliken_charge:R:1
C 1.516 -1.576 -0.448 0.06
C -0.327 0.288 -0.656 -0.45
C -1.358 0.431 0.550 -0.35
C 0.923 0.045 0.046 0.47
N 1.832 -2.468 -1.084 -0.39
N -0.550 0.388 1.737 -0.22
N 0.610 0.048 1.506 -0.19
Br 2.524 1.019 -0.379 -0.08
H -0.658 -0.509 -1.435 0.33
H -0.448 1.246 -1.119 0.29
H -1.935 1.454 0.542 0.26
H -2.129 -0.366 0.739 0.27
```

Calculated values
Orbital gap in eV: 10.1976
Molar mass in Da: 174.00
Charge: 0
2S+1: 1
SMILES: N#C[C@@]1(Br)CCN=N1
HOMO in eV: -10.461

=====

--- ii ---
# C4H4BrN3

One molecule with the formula C4H4BrN3 (ωB97M-V/def2-TZVPD, OMol25).

The geometry in XYZ format:
```
12
Properties=species:S:1:pos:R:3:mulliken_charge:R:1
C -1.596 -0.480 1.254 0.07
C 0.126 0.992 -0.330 -0.54
C 1.439 0.219 -0.273 -0.46
C -0.924 -0.541 -0.011 0.53
N -2.021 -0.457 2.317 -0.37
N 1.202 -1.213 -0.200 -0.29
N 0.039 -1.577 -0.133 -0.15
Br -2.202 -0.844 -1.408 -0.10
H 0.019 1.584 0.633 0.30
H -0.220 1.470 -1.336 0.32
H 2.120 0.497 -1.037 0.35
H 2.018 0.351 0.525 0.34
```

Calculated values
Orbital gap in eV: 9.9146
Molar mass in Da: 174.00
Charge: 0
2S+1: 1
SMILES: N#C[C@@]1(Br)CCN=N1
HOMO in eV: -10.075

=====

Which one is most stable, and which one is least stable? ii is the most stable of them, while i is the least stable.

=====

--- i ---
# C5H11NS

A 2-piece molecular cluster, C5H11NS overall (ωB97M-V/def2-TZVPD, OMol25).

The geometry in XYZ format:
```
18
Properties=species:S:1:pos:R:3:mulliken_charge:R:1
C 0.036 0.456 -2.384 -0.70
C 1.234 1.113 -1.658 -0.47
S 1.710 0.275 -0.163 -0.23
H -0.265 1.063 -3.238 0.38
H -0.791 0.387 -1.666 -0.06
H 0.262 -0.578 -2.642 0.28
H 0.979 2.170 -1.547 0.28
H 2.111 1.062 -2.313 0.31
C -1.718 -0.644 1.568 0.21
C -2.388 -0.400 0.345 -0.78
C -0.328 -1.290 1.344 -0.54
N -0.391 0.099 1.848 -0.57
H -2.074 -0.926 2.549 0.41
H -2.514 -1.203 -0.372 0.35
H -3.002 0.482 0.195 0.31
H -0.247 -1.624 0.330 0.32
H -0.064 -2.025 2.094 0.29
H -0.223 0.672 1.019 0.22
```

Calculated values
Orbital gap in eV: 4.4780
Molar mass in Da: 117.22
Charge: 0
2S+1: 1
HOMO in eV: -7.503

=====

--- ii ---
# C5H11NS

A 2-piece molecular cluster, C5H11NS overall (ωB97M-V/def2-TZVPD, OMol25).

The geometry in XYZ format:
```
18
Properties=species:S:1:pos:R:3:mulliken_charge:R:1
C -0.339 0.929 -0.532 0.88
C -0.615 -0.152 0.112 -0.17
C 0.816 1.856 -0.215 -0.92
C -1.314 1.394 -1.684 -1.17
C -1.304 -1.374 0.488 -1.03
N 2.994 -1.893 1.744 -0.44
S 1.882 -0.674 2.106 -0.11
H 1.540 1.408 0.530 0.15
H 0.396 2.797 0.156 0.28
H 1.569 1.925 -1.098 0.27
H -2.136 0.597 -1.840 0.26
H -0.892 1.600 -2.567 0.40
H -1.848 2.292 -1.303 0.28
H -2.158 -0.959 1.173 0.24
H -1.662 -2.048 -0.318 0.31
H -0.665 -2.018 1.027 0.26
H 3.999 -1.645 1.828 0.26
H 2.944 -2.756 2.248 0.26
```

Calculated values
Orbital gap (spin up / spin down) in eV: 6.1811 / 9.1851
Molar mass in Da: 117.22
Charge: 0
2S+1: 1
HOMO (spin up / spin down) in eV: -7.066 / -8.547

=====

Which one is most stable, and which one is least stable? ii is the most stable of them, while i is the least stable.